[1]
Computed, not measured: a structure of composition C43H40N2O2RuSb2 at a distorted geometry, with ωB97M-V/def2-TZVPD.

The geometry in XYZ format:
```
90
Properties=species:S:1:pos:R:3
Ru 0.1032 -0.0380 -0.6779
O -0.2147 -1.0666 1.3138
C 0.0727 -0.8512 2.5702
C 0.0480 -1.9110 3.5089
C 0.3293 -1.7183 4.8405
C 0.6398 -0.4479 5.3302
C 0.6566 0.6025 4.4496
C 0.4039 0.4269 3.0775
C 0.5114 1.5825 2.2453
N 0.4308 1.6531 0.9701
C 0.6089 2.9818 0.4020
C 1.1034 2.8456 -1.0169
N 0.1641 2.0173 -1.7321
C -0.5321 2.5448 -2.6683
C -1.5073 1.9017 -3.4895
C -2.0590 2.6402 -4.5536
C -2.9925 2.1004 -5.3984
C -3.4289 0.7894 -5.1680
C -2.9222 0.0513 -4.1283
C -1.9194 0.5600 -3.2641
O -1.4289 -0.2013 -2.3404
H -0.2045 -2.9032 3.1605
H 0.2912 -2.5623 5.5175
H 0.8589 -0.3027 6.3782
H 0.8705 1.6050 4.8033
H 0.7108 2.5069 2.7965
H 1.3204 3.5703 0.9884
H -0.3530 3.5040 0.4020
H 2.0758 2.3442 -1.0183
H 1.2036 3.8352 -1.4730
H -0.3779 3.6042 -2.8958
H -1.7193 3.6585 -4.7091
H -3.3927 2.6703 -6.2249
H -4.1798 0.3525 -5.8144
H -3.2642 -0.9592 -3.9501
C -2.1813 -2.6002 -1.0880
C -2.4899 -3.8130 -0.2015
C -1.6746 -3.8776 1.0816
Sb 0.4488 -3.8848 0.4884
C 0.6201 -6.0287 0.6083
C 0.7374 -6.6852 1.8298
C 0.7128 -8.0711 1.8811
C 0.5654 -8.8096 0.7151
C 0.4593 -8.1609 -0.5062
C 0.4863 -6.7740 -0.5584
C 2.3014 -3.2738 1.4953
C 2.7278 -1.9532 1.5038
C 3.9639 -1.6283 2.0388
C 4.8056 -2.6274 2.5073
C 4.4181 -3.9535 2.4088
C 3.1665 -4.2807 1.9029
Sb -0.4745 -3.0761 -2.3755
C -1.2423 -2.8032 -4.3922
C -2.3821 -3.5244 -4.7265
C -2.8668 -3.4832 -6.0252
C -2.2101 -2.7222 -6.9833
C -1.0685 -2.0108 -6.6455
C -0.5683 -2.0649 -5.3514
C 1.3110 -1.7893 -2.3207
C 2.4739 -2.4270 -1.8736
C 3.6807 -1.7556 -1.8097
C 3.7573 -0.4261 -2.2095
C 2.6479 0.1880 -2.7628
C 1.4245 -0.4877 -2.8414
H -1.9602 -1.7130 -0.5018
H -3.0152 -2.3749 -1.7502
H -2.3562 -4.7397 -0.7731
H -3.5465 -3.7652 0.0780
H -1.8626 -4.7963 1.6373
H -1.8685 -3.0106 1.7040
H 0.8420 -6.1182 2.7491
H 0.8012 -8.5799 2.8322
H 0.5274 -9.8898 0.7566
H 0.3519 -8.7337 -1.4181
H 0.3983 -6.2700 -1.5151
H 2.1187 -1.1618 1.0906
H 4.2744 -0.5914 2.0725
H 5.7682 -2.3729 2.9305
H 5.0909 -4.7415 2.7209
H 2.8752 -5.3206 1.8214
H -2.8977 -4.1123 -3.9740
H -3.7463 -4.0549 -6.2907
H -2.5835 -2.6973 -7.9984
H -0.5517 -1.4228 -7.3927
H 0.3383 -1.5276 -5.1036
H 2.4488 -3.4782 -1.6068
H 4.5604 -2.2697 -1.4455
H 4.6905 0.1151 -2.1245
H 2.7272 1.1814 -3.1863
H 0.6209 -0.0551 -3.4192
```

Calculated values
2S+1: 2
Net charge: +1
Energy above the lowest of the compared OMol25 structures with the same formula, charge and spin (kJ/mol): 410.43
<S²>: 0.993

Atom charges from the Mulliken analysis, given in e for atoms 1 to 8: 1.34 -0.27 -0.13 0.43 -0.96 -0.83 -0.93 0.76

***

[2]
Computed, not measured: a structure of composition C43H40N5O7PS3W at a distorted geometry, with ωB97M-V/def2-TZVPD.

The geometry in XYZ format:
```
100
Properties=species:S:1:pos:R:3
W 0.3484 0.4753 0.0919
C 5.4996 -5.2917 2.4858
C 4.1705 -4.6155 2.2964
C 2.9850 -5.3481 2.3364
C 1.7596 -4.7348 2.1464
C 1.7064 -3.3689 1.9048
C 2.8719 -2.6218 1.8637
C 4.0948 -3.2461 2.0635
S 0.1011 -2.6552 1.6003
O -0.7532 -3.0525 2.6906
O -0.2764 -3.0900 0.2744
N 0.3250 -1.0643 1.5904
C 0.5709 -0.5719 2.9622
C 1.3251 0.7449 2.9103
O 1.6371 1.3366 3.9298
O 1.5521 1.1681 1.7039
H 5.3988 -6.2000 3.0787
H 6.2095 -4.6328 2.9853
H 5.9303 -5.5719 1.5220
H 3.0239 -6.4137 2.5283
H 0.8421 -5.3075 2.1910
H 2.8275 -1.5537 1.6867
H 5.0023 -2.6536 2.0458
H 1.1744 -1.2682 3.5498
H -0.3675 -0.4357 3.5077
C -1.6297 -5.1158 -3.2151
C -0.6397 -4.2073 -3.5601
C -0.5792 -2.9723 -2.9326
C -1.5041 -2.6388 -1.9463
C -2.4926 -3.5540 -1.6025
C -2.5573 -4.7840 -2.2387
P -1.4084 -0.9960 -1.1469
C -3.0841 -0.7363 -0.5033
C -4.0656 -0.1119 -1.2684
C -5.3290 0.1029 -0.7378
C -5.6222 -0.3193 0.5517
C -4.6493 -0.9497 1.3144
C -3.3790 -1.1500 0.7950
C -1.0612 0.0628 -2.5466
C -1.5195 0.1496 -3.8569
C -0.8197 0.9569 -4.7364
C 0.3347 1.6161 -4.3089
C 0.7820 1.5123 -3.0013
C 0.0668 0.7385 -2.0772
H -1.6806 -6.0775 -3.7090
H 0.0822 -4.4543 -4.3281
H 0.1773 -2.2573 -3.2362
H -3.2103 -3.3132 -0.8298
H -3.3338 -5.4868 -1.9654
H -3.8393 0.2184 -2.2752
H -6.0865 0.5962 -1.3335
H -6.6097 -0.1534 0.9630
H -4.8736 -1.2798 2.3207
H -2.6183 -1.6273 1.4038
H -2.3807 -0.4191 -4.1890
H -1.1484 1.0583 -5.7628
H 0.8884 2.2241 -5.0142
H 1.6830 2.0417 -2.7091
O 0.5579 6.7932 -0.1260
S 0.8545 5.9403 -1.2445
O 1.6456 6.4663 -2.3164
N 1.4772 4.5229 -0.6949
C 0.6145 3.5565 -0.8206
O 0.8620 2.3977 -0.3480
C -0.6723 3.9056 -1.4985
C -1.7785 3.1248 -1.7937
C -2.8468 3.7222 -2.4506
C -2.8150 5.0673 -2.8044
C -1.7097 5.8542 -2.4987
C -0.6613 5.2434 -1.8479
H -1.8183 2.0779 -1.5210
H -3.7192 3.1272 -2.6882
H -3.6590 5.5055 -3.3210
H -1.6692 6.9025 -2.7617
C -2.0993 2.1166 4.4417
N -1.2466 2.9641 3.6405
C -0.2947 3.8649 4.2976
C 0.5606 4.3862 3.1326
N 0.1471 3.5066 2.0492
C -0.8526 2.7149 2.3852
S -1.6022 1.5241 1.3941
H -1.4950 1.4760 5.0917
H -2.7095 1.4952 3.7928
H -2.7488 2.7353 5.0612
H 0.3091 3.2851 5.0032
H -0.8205 4.6556 4.8304
H 1.6237 4.2667 3.3288
H 0.3488 5.4236 2.8711
H 0.6468 3.4304 1.1752
C 4.6493 -1.4156 -1.4588
C 4.5827 -0.1728 -0.8484
C 3.3554 0.3093 -0.4380
N 2.2210 -0.3844 -0.6198
C 2.2872 -1.5885 -1.2090
C 3.4778 -2.1359 -1.6373
H 5.5986 -1.8180 -1.7865
H 5.4673 0.4261 -0.6863
H 3.2503 1.2698 0.0495
H 1.3513 -2.1280 -1.2948
H 3.4780 -3.1157 -2.0931
```

Calculated values
Net charge: 0
Energy above the lowest of the compared OMol25 structures with the same formula, charge and spin (kJ/mol): 0.00

Atom charges from the Mulliken analysis, given in e for atoms 1 to 8: 0.18 -1.51 0.89 -0.91 -0.96 -0.12 0.60 -0.96